1.
Entry from OMol25: C2H5BrNO5PdS2 as an isolated structure (wB97M-V/def2-TZVPD).

Energy above the lowest of the compared OMol25 structures with the same formula, charge and spin   42.1 kcal/mol
Charge   +1
E_LUMO   -10.3 eV
Highest occupied orbital energy   -13.7695 eV
2S+1   1

Geometry (Å):
1 O -2.41 2.16 -0.96
2 S -2.05 0.74 -0.76
3 O -2.00 0.48 0.73
4 Br -3.65 -0.46 -1.78
5 N -0.61 0.47 -1.54
6 S 0.04 -0.94 -0.86
7 O -0.96 -2.06 -0.72
8 O 1.12 -1.38 -1.80
9 C 0.90 -0.62 0.74
10 C 1.80 0.65 0.52
11 O 2.35 0.96 1.79
12 H 0.20 -0.46 1.58
13 H 1.52 -1.51 0.99
14 H 2.60 0.47 -0.24
15 H 1.19 1.51 0.13
16 H 2.98 1.68 1.65
17 Pd -3.02 -1.72 0.54

2.
Entry from OMol25: a 2-piece molecular cluster, C2H5BrO overall (wB97M-V/def2-TZVPD).

Energy above the lowest of the compared OMol25 structures with the same formula, charge and spin   42.3 kcal/mol
E_LUMO   0.7 eV
Highest occupied orbital energy   -9.7105 eV
2S+1   1

Geometry (Å):
1 C -0.54 0.71 0.32
2 C 0.45 -0.26 -0.20
3 O 0.43 -1.57 0.26
4 Br 2.30 0.37 0.03
5 H -1.59 0.31 0.18
6 H -0.36 1.08 1.34
7 H -0.67 1.55 -0.33
8 H 0.31 -0.11 -1.73
9 H -0.32 -2.07 0.12

3.
Entry from OMol25: a 2-piece molecular cluster, C2H5BrS overall (wB97M-V/def2-TZVPD).

Energy above the lowest of the compared OMol25 structures with the same formula, charge and spin   101.0 kcal/mol
E_LUMO (spin up / spin down)   -0.4 / -0.1 eV
Highest occupied orbital energy (spin up / spin down)   -7.5751 / -9.9182 eV
2S+1   1

Geometry (Å):
1 C -0.55 0.74 0.76
2 C 0.36 -0.28 0.04
3 S -0.11 -1.91 0.10
4 Br 2.26 0.08 -0.04
5 H -0.10 1.60 1.21
6 H -1.08 1.16 -0.11
7 H -1.31 0.11 1.41
8 H -0.18 0.68 -2.52
9 H 0.72 -2.16 -0.86

4.
Entry from OMol25: C2H5CdO3 as an isolated structure (wB97M-V/def2-TZVPD).

Energy above the lowest of the compared OMol25 structures with the same formula, charge and spin   15.9 kcal/mol
Charge   +1
E_LUMO   -6.7 eV
Highest occupied orbital energy   -13.3529 eV
2S+1   1

Geometry (Å):
1 H -1.04 0.56 2.39
2 O 0.65 1.00 1.37
3 O 1.27 -0.19 1.74
4 C -0.61 1.08 1.52
5 H -0.99 2.09 1.33
6 Cd 2.10 -0.72 0.07
7 O 1.03 -0.92 -1.41
8 C -0.28 -0.76 -1.75
9 H -0.43 -0.46 -2.80
10 H -0.85 -1.69 -1.55
11 H -0.86 0.00 -0.91

5.
Entry from OMol25: C2H5Cl2N as an isolated structure (wB97M-V/def2-TZVPD).

Energy above the lowest of the compared OMol25 structures with the same formula, charge and spin   51.1 kcal/mol
E_LUMO   0.9 eV
Highest occupied orbital energy   -9.4666 eV
2S+1   1

Geometry (Å):
1 C 0.53 0.99 0.32
2 C 0.42 -0.28 -0.37
3 N -1.06 -1.14 0.33
4 Cl 1.82 -1.33 -0.04
5 Cl -2.29 -0.23 -0.37
6 H 0.72 0.85 1.42
7 H -0.41 1.72 0.33
8 H 1.21 1.81 -0.04
9 H 0.23 -0.28 -1.44
10 H -1.17 -2.10 -0.15

6.
Entry from OMol25: a 2-piece molecular cluster, C2H5Cl2O4P overall (wB97M-V/def2-TZVPD).

Energy above the lowest of the compared OMol25 structures with the same formula, charge and spin   19.5 kcal/mol
E_LUMO   0.4 eV
Highest occupied orbital energy   -9.4477 eV
2S+1   1
SMILES string   O[C@@H]1OC1(O)O.ClPCl

Geometry (Å):
1 C -1.35 0.77 0.83
2 C -1.15 -0.26 -0.20
3 O -1.68 2.03 0.49
4 O -0.05 0.26 0.55
5 O -1.19 0.01 -1.57
6 O -1.54 -1.50 0.02
7 P 3.12 -0.74 -0.76
8 Cl 3.94 1.11 -0.66
9 Cl 3.73 -1.50 1.00
10 H -1.89 0.61 1.84
11 H -0.88 2.35 0.12
12 H 1.79 -0.38 -0.31
13 H -1.59 -0.67 -2.08
14 H -1.27 -2.09 0.75

7.
Entry from OMol25: one molecule with the formula C2H5Cl2PS2 (wB97M-V/def2-TZVPD).

Energy above the lowest of the compared OMol25 structures with the same formula, charge and spin   15.1 kcal/mol
E_LUMO   0.5 eV
Highest occupied orbital energy   -8.5624 eV
2S+1   1
SMILES string   SP(Cl)SCCCl

Geometry (Å):
1 C -0.29 0.68 -0.85
2 C 1.15 0.79 -1.26
3 P -0.22 -1.52 1.41
4 S -1.73 -0.61 2.42
5 S -0.79 -1.07 -0.70
6 Cl 2.26 0.22 0.13
7 Cl -0.72 -3.35 1.40
8 H -0.48 1.25 -0.04
9 H -0.95 1.20 -1.59
10 H 1.47 0.03 -1.94
11 H 1.35 1.83 -1.37
12 H -1.05 0.55 2.37

8.
Entry from OMol25: one molecule with the formula C2H5ClFN (wB97M-V/def2-TZVPD).

Energy above the lowest of the compared OMol25 structures with the same formula, charge and spin   6.4 kcal/mol
E_LUMO   1.0 eV
Highest occupied orbital energy   -9.5997 eV
2S+1   1
SMILES string   NC[C@@H](F)Cl

Geometry (Å):
1 C 0.11 -0.71 -0.08
2 C -0.84 0.42 0.32
3 H 1.73 0.49 0.56
4 H 1.58 0.49 -1.01
5 H -0.12 -1.05 -1.11
6 H -0.09 -1.55 0.53
7 H -0.86 0.47 1.43
8 N 1.44 -0.11 -0.22
9 F -0.42 1.58 -0.22
10 Cl -2.51 -0.01 -0.20

9.
Entry from OMol25: one molecule with the formula C2H5ClN2 (wB97M-V/def2-TZVPD).

Energy above the lowest of the compared OMol25 structures with the same formula, charge and spin   37.0 kcal/mol
E_LUMO   0.8 eV
Highest occupied orbital energy   -9.4456 eV
2S+1   1
SMILES string   [H]/N=C(\N)CCl

Geometry (Å):
1 C -0.33 -0.20 -0.04
2 C 0.94 -0.85 0.04
3 H -1.03 1.57 -0.68
4 H 0.39 2.08 0.26
5 H -2.27 -0.15 0.17
6 H 0.68 -1.79 -0.62
7 H 0.94 -1.05 1.05
8 N -0.36 1.21 0.02
9 N -1.48 -0.81 -0.11
10 Cl 2.52 0.00 -0.08

10.
Entry from OMol25: one molecule with the formula C2H5ClN2O (wB97M-V/def2-TZVPD).

Energy above the lowest of the compared OMol25 structures with the same formula, charge and spin   43.7 kcal/mol
E_LUMO   0.7 eV
Highest occupied orbital energy   -9.4570 eV
2S+1   1
SMILES string   [H]/N=C(/NCl)OC

Geometry (Å):
1 C 0.64 0.11 0.27
2 C -1.71 -0.21 -0.03
3 N 0.69 1.33 0.43
4 N 1.91 -0.78 0.08
5 O -0.39 -0.75 0.09
6 Cl 3.32 0.09 -0.24
7 H -2.36 -0.91 0.47
8 H -2.11 -0.17 -1.15
9 H -1.62 0.73 0.39
10 H -0.16 1.90 0.36
11 H 1.79 -1.34 -0.66

11.
Entry from OMol25: C2H5ClNO as an isolated structure (wB97M-V/def2-TZVPD).

Energy above the lowest of the compared OMol25 structures with the same formula, charge and spin   119.6 kcal/mol
Charge   -1
E_LUMO (spin up / spin down)   4.3 / 4.3 eV
Highest occupied orbital energy (spin up / spin down)   -2.5466 / -2.5487 eV
2S+1   1

Geometry (Å):
1 C 1.23 -0.22 0.13
2 C 0.10 0.68 -0.33
3 N -1.48 -0.44 -0.46
4 O -1.28 -1.34 0.37
5 Cl -3.03 0.78 0.07
6 H 2.05 -0.45 -0.52
7 H 1.62 -0.17 1.17
8 H 0.85 -1.23 0.35
9 H -0.21 1.29 0.48
10 H 0.15 1.10 -1.27

12.
Entry from OMol25: an isolated ion of composition C2H5ClNO and charge -1 (wB97M-V/def2-TZVPD).

Energy above the lowest of the compared OMol25 structures with the same formula, charge and spin   94.7 kcal/mol
Charge   -1
E_LUMO   4.2 eV
Highest occupied orbital energy   -2.3887 eV
2S+1   1

Geometry (Å):
1 C 1.41 -0.31 0.00
2 O 0.23 -0.30 0.74
3 C -0.84 0.52 0.12
4 N -2.13 0.27 0.54
5 Cl -2.65 -1.24 -0.28
6 H 1.38 -1.04 -0.82
7 H 1.63 0.68 -0.43
8 H 2.24 -0.58 0.66
9 H -0.62 1.56 0.43
10 H -0.67 0.43 -0.97

13.
Entry from OMol25: an isolated ion of composition C2H5ClNO2S and charge -1 (wB97M-V/def2-TZVPD).

Energy above the lowest of the compared OMol25 structures with the same formula, charge and spin   19.2 kcal/mol
Charge   -1
E_LUMO   3.8 eV
Highest occupied orbital energy   -4.5475 eV
2S+1   1
SMILES string   CCN=[S@](=O)([O-])Cl

Geometry (Å):
1 C -1.29 0.98 -0.11
2 C -0.77 -0.44 0.31
3 N 0.51 -0.37 0.92
4 O 1.45 -1.73 -0.99
5 O 3.00 -0.91 0.67
6 S 1.72 -0.70 -0.01
7 Cl 2.10 1.16 -0.97
8 H -0.57 1.57 -0.72
9 H -2.41 0.98 -0.57
10 H -1.37 1.45 0.86
11 H -1.52 -0.78 1.03
12 H -0.85 -1.19 -0.40

14.
Entry from OMol25: a 3-piece molecular cluster, C2H5ClNO2S overall (wB97M-V/def2-TZVPD).

Energy above the lowest of the compared OMol25 structures with the same formula, charge and spin   46.4 kcal/mol
Charge   -1
E_LUMO   3.6 eV
Highest occupied orbital energy   -5.1332 eV
2S+1   1

Geometry (Å):
1 C -1.67 0.73 -0.49
2 C -2.56 0.74 0.27
3 N 0.86 -0.63 1.07
4 O 0.85 -2.71 -0.22
5 O 2.08 -0.45 -0.96
6 S 0.71 -1.30 -0.45
7 Cl 1.32 2.23 -0.60
8 H -0.95 0.60 -1.34
9 H 1.66 0.46 -0.97
10 H -3.24 0.86 1.09
11 H 0.01 -0.88 1.50
12 H 0.95 0.35 1.09

15.
Entry from OMol25: a 2-piece molecular cluster, C2H5ClNOP overall (wB97M-V/def2-TZVPD).

Energy above the lowest of the compared OMol25 structures with the same formula, charge and spin   36.6 kcal/mol
E_LUMO   0.1 eV
Highest occupied orbital energy   -9.8384 eV
2S+1   1
SMILES string   C1COP=N1.Cl

Geometry (Å):
1 C -0.31 0.16 0.30
2 C 1.12 0.61 0.90
3 N -0.12 -1.11 -0.23
4 O 1.93 -0.57 0.96
5 P 1.27 -1.77 0.05
6 Cl -0.34 -3.86 -2.53
7 H -1.02 0.24 1.19
8 H -0.41 1.00 -0.39
9 H 1.77 1.28 0.16
10 H 0.91 1.03 1.84
11 H -1.18 -2.98 -2.02

16.
Entry from OMol25: a 2-piece molecular cluster, C2H5ClO2 overall (wB97M-V/def2-TZVPD).

Energy above the lowest of the compared OMol25 structures with the same formula, charge and spin   0.0 kcal/mol
E_LUMO   0.7 eV
Highest occupied orbital energy   -11.0922 eV
2S+1   1
SMILES string   CC(=O)Cl.O

Geometry (Å):
1 C 0.22 1.19 0.41
2 C -0.70 0.37 -0.41
3 O -0.67 0.18 -1.57
4 O 1.01 -1.75 -0.38
5 Cl -2.16 -0.15 0.69
6 H -0.27 2.00 0.97
7 H 0.45 0.69 1.35
8 H 1.08 1.53 -0.24
9 H 0.41 -1.78 -1.10
10 H 0.63 -2.28 0.27

17.
Entry from OMol25: a 2-piece molecular cluster, C2H5ClO3 overall (wB97M-V/def2-TZVPD).

Energy above the lowest of the compared OMol25 structures with the same formula, charge and spin   6.7 kcal/mol
E_LUMO   0.6 eV
Highest occupied orbital energy   -11.0514 eV
2S+1   1
SMILES string   O=C(O)Cl.CO

Geometry (Å):
1 C 1.11 0.80 1.47
2 C -1.14 -0.82 -1.78
3 O 0.03 -1.04 -1.43
4 O -2.00 -0.33 -1.13
5 O 0.12 -0.03 1.02
6 Cl -1.43 -1.42 -3.42
7 H 1.14 1.65 0.93
8 H 0.82 1.26 2.45
9 H 2.08 0.27 1.51
10 H -0.05 -0.73 -0.52
11 H -0.69 0.39 0.90

18.
Entry from OMol25: a 2-piece molecular cluster, C2H5ClO3 overall (wB97M-V/def2-TZVPD).

Energy above the lowest of the compared OMol25 structures with the same formula, charge and spin   81.3 kcal/mol
E_LUMO   0.4 eV
Highest occupied orbital energy   -8.5872 eV
2S+1   1

Geometry (Å):
1 C -0.06 -1.47 -1.50
2 C 0.57 0.95 1.61
3 O -0.33 -0.36 -2.04
4 O -0.22 0.38 2.63
5 O -0.17 1.21 0.46
6 Cl 1.29 2.38 2.34
7 H 1.38 0.17 1.40
8 H 1.08 -1.44 -1.32
9 H -1.26 -0.06 -2.18
10 H -1.09 0.73 2.40
11 H 0.52 1.59 -0.18

19.
Entry from OMol25: C2H5ClO5 as an isolated structure (wB97M-V/def2-TZVPD).

Energy above the lowest of the compared OMol25 structures with the same formula, charge and spin   36.9 kcal/mol
E_LUMO   0.3 eV
Highest occupied orbital energy   -10.2772 eV
2S+1   1

Geometry (Å):
1 C 0.21 -0.61 -0.07
2 C -0.40 0.88 -0.19
3 O 1.11 -0.72 0.88
4 O -1.51 -1.34 0.49
5 O 0.46 -1.26 -1.20
6 O -1.68 0.88 0.09
7 O 0.37 1.71 0.60
8 Cl 0.10 1.39 -1.95
9 H 0.90 -0.02 1.61
10 H -1.76 -1.79 -0.31
11 H 0.80 -2.03 -0.84
12 H -1.90 -0.28 0.23
13 H -0.16 2.52 0.64

20.
Entry from OMol25: one molecule with the formula C2H5ClOS (wB97M-V/def2-TZVPD).

Energy above the lowest of the compared OMol25 structures with the same formula, charge and spin   81.0 kcal/mol
E_LUMO   -0.3 eV
Highest occupied orbital energy   -9.1749 eV
2S+1   1
SMILES string   C=[S@@](C)(=O)Cl

Geometry (Å):
1 C 1.59 -0.19 0.23
2 C -1.13 0.33 0.61
3 O 0.30 1.38 -1.51
4 S 0.23 0.09 -0.62
5 Cl -0.65 -1.52 -1.65
6 H 2.51 0.07 -0.24
7 H 1.48 -1.05 0.72
8 H -0.78 -0.32 1.37
9 H -1.40 1.22 0.91
10 H -2.15 -0.01 0.18

Which E belongs to each record? In order, -4007.8841; -2728.3787; -3051.2239; -472.1111; -1054.2516; -1641.8755; -2137.3274; -693.9998; -648.8449; -724.0665; -669.3006; -669.3402; -1142.8531; -1142.8098; -1010.7244; -689.8687; -765.1022; -764.9833; -915.5452; -1012.6795 Ha.
Which max |F| belongs to each record? In order, 8.6; 4.7; 2.8; 3.9; 4.8; 3.5; 4.3; 3.8; 5.2; 6.1; 4.4; 0.5; 3.1; 4.8; 4.1; 2.4; 4.1; 3.0; 3.8; 6.7 eV/Å.